{"formula": "C4H9NO3", "method": "wB97M-V/def2-TZVPD", "e_homo_ev": -8.20, "multiplicity": 1, "lumo_ev": 0.44, "smiles": "CC=C(O)O.NC=O", "charge": 0, "species": ["O", "H", "H", "H", "H", "H", "O", "H", "C", "O", "C", "C", "H", "H", "H", "N", "C"], "xyz": [[0.5966, -1.7957, -0.8902], [2.8461, -0.2595, 0.4898], [0.3323, -1.7367, -1.8243], [1.0750, 0.7817, 1.6365], [-2.2563, 1.6108, -0.2261], [-2.1848, 0.4315, 1.0843], [-0.5343, -1.5207, 1.1170], [2.8541, 0.9666, -0.7218], [-1.0650, -0.0911, -0.6885], [0.8585, 2.1825, 0.1312], [-2.2306, 0.5410, -0.0021], [-0.2693, -1.0392, -0.1392], [-0.9392, 0.1703, -1.7337], [0.1641, -2.1737, 1.2893], [-3.1626, 0.0933, -0.3626], [2.5396, 0.6537, 0.1860], [1.3758, 1.1853, 0.6544]], "forces_ev_per_angstrom": [[0.353, -0.118, 0.387], [-0.093, 0.202, -0.023], [0.124, 0.081, 0.590], [-0.278, -0.144, -0.310], [-0.062, -0.072, 0.054], [-0.020, -0.066, -0.158], [1.451, -0.164, -0.522], [-0.098, -0.038, 0.108], [0.672, -1.051, 0.637], [0.641, -1.787, 1.032], [0.159, 0.277, 0.198], [-2.842, 0.674, -1.632], [0.346, -0.054, 0.079], [-0.334, 0.055, 0.191], [0.001, 0.070, 0.092], [-0.175, -0.381, -0.019], [0.155, 2.516, -0.702]], "nbo_charge": [-0.7192, 0.3899, 0.5010, 0.1242, 0.2232, 0.2229, -0.6812, 0.3980, -0.3339, -0.6222, -0.6364, 0.5395, 0.1988, 0.4853, 0.2098, -0.8192, 0.5194]}

---

{"formula": "C42H42N6O4", "method": "wB97M-V/def2-TZVPD", "e_homo_ev": -8.47, "multiplicity": 1, "lumo_ev": 0.59, "smiles": "Oc1ccc(O)cc1.Oc1ccc(O)cc1.c1ccncc1.c1ccncc1.c1ccncc1.c1ccncc1.c1ccncc1.c1ccncc1", "charge": 0, "species": ["C", "C", "C", "H", "N", "N", "H", "H", "H", "H", "H", "O", "O", "C", "H", "C", "C", "H", "H", "C", "H", "H", "H", "H", "N", "C", "N", "C", "C", "C", "C", "C", "C", "C", "H", "C", "C", "H", "H", "O", "C", "C", "C", "C", "H", "C", "O", "C", "H", "H", "H", "H", "C", "H", "N", "C", "H", "H", "C", "H", "C", "C", "C", "C", "H", "H", "C", "H", "C", "C", "H", "H", "H", "C", "C", "H", "C", "C", "N", "H", "C", "H", "H", "H", "H", "C", "H", "C", "H", "H", "H", "C", "H", "C"], "xyz": [[3.3389, 3.7944, -1.6256], [2.3209, -0.8216, -0.0266], [-2.2351, 0.8454, 1.8374], [5.3999, 1.2994, -6.1796], [3.5009, 2.1104, 2.4444], [0.1679, -0.4526, 7.4014], [5.1449, 2.4874, 3.7924], [-1.1001, -2.5776, 0.2244], [-2.2561, -0.0006, -7.0526], [-1.9811, -5.5076, 4.2324], [-0.4991, -3.1126, 2.4594], [-2.0031, 0.1344, -6.2206], [1.7569, -0.4096, -2.3176], [-2.8911, 2.0314, 1.3384], [-1.6191, -7.3786, 2.5274], [2.4089, -0.6646, 6.5794], [-2.9901, -4.2286, 3.0284], [-3.0351, -3.4386, 3.8124], [-2.1231, 0.8614, -1.6066], [-2.6771, 0.2664, -4.9756], [-0.5851, -1.4216, -1.7336], [1.3609, 0.7474, -7.7886], [3.4839, -0.4506, -0.1906], [1.7169, -1.0756, 8.5094], [0.9469, 3.1494, -1.8886], [-4.2631, 1.9894, 1.1574], [-3.4651, -4.1286, 1.8274], [-2.6691, -6.2596, 1.1104], [3.6379, 3.3484, -2.9646], [2.0089, 3.7204, -1.2196], [4.4779, 0.8834, -6.3006], [2.1209, 2.1224, 2.2354], [3.0549, -0.7376, -5.3256], [-0.2881, -2.0046, 0.2334], [-1.4471, 0.2924, 6.0604], [0.1279, -1.4826, -1.0256], [2.1239, -0.5036, -6.3216], [0.1299, 2.8774, 3.2604], [3.6629, 2.1724, -7.7876], [0.1379, -2.5666, 2.5954], [1.2139, 2.7434, -3.1106], [1.1739, 2.4794, 3.2414], [0.5969, -1.9406, 1.3674], [1.8839, -0.3936, 5.1644], [-2.4871, 3.0324, 1.1574], [2.5429, 2.8974, -3.7216], [-4.8921, 0.6934, -1.3826], [3.1919, 2.9434, 4.6174], [-2.5271, -6.8876, 0.1024], [1.5099, 1.7044, 1.3594], [-4.4631, 0.3334, -0.7516], [-4.8331, 2.9834, 0.7614], [-2.2971, -5.5456, 3.3324], [3.4069, -1.0526, 6.5624], [-5.0811, 0.9694, 1.4244], [-3.0241, -0.2176, 2.1764], [3.5599, 3.3344, 5.4734], [3.0179, -1.4626, -4.4496], [-2.8061, 0.6524, -2.4806], [-2.6591, -1.0616, 2.6084], [-0.3291, -0.1546, 6.1254], [-4.4321, -0.1886, 1.8824], [1.4339, -0.9376, -1.0696], [3.4749, 1.3274, -7.1966], [1.6459, 4.1504, -0.3466], [1.2539, 3.3634, 5.2184], [-3.9561, 0.1204, -4.9226], [-0.9231, 0.6454, -3.5116], [1.4339, -0.6146, 7.5404], [-4.7191, 0.2674, -3.6796], [2.5479, 2.4524, -4.7406], [4.5299, 3.6634, -3.3026], [2.2539, 0.3534, -2.3446], [-1.9661, 0.3774, -3.6966], [2.1709, 0.5854, -7.1456], [-5.6581, 0.2584, -3.7916], [0.5129, -0.2496, 4.9614], [-2.1151, -6.5036, 2.3304], [4.2679, -0.0836, -5.3216], [-4.6331, 0.0434, -5.9556], [1.8569, -1.2746, 1.3644], [2.6669, -1.1666, 2.0974], [0.4479, 2.2044, -3.5306], [-3.8911, -4.6656, 0.0024], [1.2419, -1.1716, -6.2066], [4.0789, 2.5364, 3.5394], [-5.0461, -0.8886, 2.1474], [-4.1601, 0.5624, -2.4996], [4.1589, 4.4884, -1.0576], [-1.2321, 1.0104, 1.8254], [0.1749, -0.1166, 3.8954], [-3.3711, -5.0396, 0.8934], [2.5979, -0.4406, 4.5044], [1.7509, 2.9664, 4.4214]], "forces_ev_per_angstrom": [[0.801, 1.567, -0.520], [1.052, -0.614, 3.158], [-3.282, 3.257, -1.426], [2.403, 1.383, -0.296], [-1.835, -0.853, -2.581], [-3.911, 2.178, -3.247], [-0.241, -0.010, -0.988], [-3.618, -1.971, 0.570], [-3.158, -0.837, -4.435], [2.601, -0.963, 6.115], [-6.510, -5.475, -1.787], [3.741, 1.449, 7.436], [-2.024, -3.263, -0.396], [-0.638, -1.079, 0.477], [1.258, -1.968, 0.459], [-2.592, 1.247, -5.605], [2.406, -4.783, 0.778], [-0.187, -0.543, -0.887], [-1.392, -0.157, -0.631], [5.565, -0.791, -0.588], [-1.711, 0.105, -2.880], [-0.857, 0.646, -0.912], [-3.493, -0.804, 0.482], [-0.093, 0.841, -0.134], [1.693, 0.587, 0.290], [-1.974, 2.556, -0.573], [-1.259, 2.921, 0.266], [-1.042, 0.634, -4.708], [-4.933, 0.278, 2.123], [-0.243, -0.698, -1.118], [-4.181, -2.119, 0.901], [-1.224, -0.522, 1.176], [3.852, 0.592, 0.915], [5.576, 2.493, -0.964], [2.709, -1.644, 0.174], [2.500, -0.417, 5.696], [-1.931, -1.197, 1.686], [0.463, -1.518, -1.301], [-0.024, 0.901, -0.936], [7.644, 6.797, -0.031], [4.042, 1.055, 1.026], [1.661, 2.583, 1.147], [-0.298, -0.341, 1.339], [-2.665, -1.095, 7.723], [0.713, -0.784, -0.035], [-1.440, -1.457, 0.324], [-5.299, 3.898, -6.526], [-2.187, -1.067, -4.271], [-0.257, 0.962, 2.812], [2.367, 0.541, 0.390], [4.461, -3.697, 7.313], [1.481, -2.467, 0.963], [-3.443, 3.701, -6.069], [0.404, 0.265, 0.942], [2.003, -2.417, 0.579], [-2.823, 1.269, -1.719], [1.215, 1.026, 2.715], [-0.636, 0.834, -1.585], [5.775, -0.846, -2.302], [1.217, -2.400, 1.021], [-0.009, 0.436, 0.721], [3.708, 7.142, -1.107], [-0.212, 1.443, -1.654], [-1.767, -3.063, 2.253], [0.058, 0.760, 1.820], [-1.827, 0.877, 1.836], [-8.113, 0.277, -0.397], [-0.189, -0.659, -0.719], [2.963, -2.962, 1.901], [6.348, -0.077, -3.275], [0.694, 0.739, 0.665], [3.127, 0.192, -1.686], [1.887, 2.563, 0.565], [-2.978, 2.012, 1.161], [4.424, 0.865, 0.078], [-7.211, -0.363, -0.550], [-0.095, 0.881, 0.277], [-1.117, 2.339, 1.297], [-1.663, 0.399, -1.396], [1.993, 0.015, 2.916], [0.156, -0.038, -4.372], [-1.091, -0.415, 0.238], [-1.547, -0.901, -1.712], [0.517, -1.101, -0.205], [0.343, 0.828, -0.650], [-3.395, 0.410, 3.158], [-3.268, -4.382, 1.348], [0.467, -0.374, 0.313], [-2.262, -2.201, -1.166], [3.019, -0.711, 0.753], [-0.045, -0.118, 1.460], [0.597, -1.079, 0.157], [3.291, -0.133, -4.197], [4.994, -1.370, -1.374]], "mulliken_charge": [-0.3873, -0.3404, -0.4763, 0.5215, -0.4609, -0.5288, 0.3374, 0.7578, 0.2861, 0.5952, 0.1425, -0.5017, -0.3100, -0.5950, 0.5170, -0.7777, -0.1830, 0.3848, 0.4042, 0.2658, 1.0566, 0.4975, 0.2010, 0.3120, -0.4637, -0.1133, -0.3282, -0.3417, -0.3931, -0.3802, -0.3198, 0.2069, 0.0512, -0.9225, 0.2518, -0.8743, -0.3096, 0.2534, 0.4276, -0.4527, -0.5418, -0.4252, 0.3374, -0.3550, 0.4064, -0.1650, -0.4777, -0.5406, 0.2190, 0.2443, 0.1482, 0.2032, -0.6764, 0.4221, -0.5694, -0.4133, 0.5597, 0.3419, -0.3574, 0.7743, -0.5449, -0.8631, 0.0352, -0.5976, 0.6478, 0.5520, -0.4564, 0.4236, -0.2385, -0.5905, 0.2113, 0.5468, 0.0436, -0.5401, -0.2885, 0.7046, 0.6658, -0.3766, -0.5766, 0.0851, -0.1312, 0.4301, 0.7795, 0.4167, 0.2639, -0.3110, 0.6296, 0.4916, 0.2351, 1.0121, 0.0231, -0.2099, 0.7597, -0.3769]}

---

{"formula": "C3H3NaO2", "method": "wB97M-V/def2-TZVPD", "e_homo_ev": [-12.37, -14.96], "multiplicity": 2, "lumo_ev": [-4.93, -5.16], "charge": 1, "species": ["H", "C", "O", "Na", "O", "H", "C", "H", "C"], "xyz": [[0.3607, -0.4099, 1.7182], [1.6873, -0.6292, -1.1256], [1.7932, 0.1562, -0.1769], [-1.5418, -2.2977, -1.4450], [0.7560, -1.1201, -1.6841], [-1.5729, 1.2372, 1.4247], [0.2131, 0.2925, 0.8961], [-0.9114, 1.6428, -0.2817], [-0.7842, 1.1283, 0.6743]], "forces_ev_per_angstrom": [[0.572, 0.379, -0.359], [-1.228, 1.125, 0.547], [-0.859, -0.075, 1.244], [0.538, 0.264, -0.104], [-0.331, -1.209, -0.565], [0.260, -0.135, -0.119], [0.023, 0.106, -0.231], [0.231, 0.226, 0.474], [0.794, -0.682, -0.888]], "mulliken_spin": [0.0216, 0.5921, -0.1515, 0.0073, 0.1424, 0.0247, 0.3936, 0.0167, -0.0470]}

---

Repeat the first record exactly.
{"formula": "C4H9NO3", "method": "wB97M-V/def2-TZVPD", "e_homo_ev": -8.20, "multiplicity": 1, "lumo_ev": 0.44, "smiles": "CC=C(O)O.NC=O", "charge": 0, "species": ["O", "H", "H", "H", "H", "H", "O", "H", "C", "O", "C", "C", "H", "H", "H", "N", "C"], "xyz": [[0.5966, -1.7957, -0.8902], [2.8461, -0.2595, 0.4898], [0.3323, -1.7367, -1.8243], [1.0750, 0.7817, 1.6365], [-2.2563, 1.6108, -0.2261], [-2.1848, 0.4315, 1.0843], [-0.5343, -1.5207, 1.1170], [2.8541, 0.9666, -0.7218], [-1.0650, -0.0911, -0.6885], [0.8585, 2.1825, 0.1312], [-2.2306, 0.5410, -0.0021], [-0.2693, -1.0392, -0.1392], [-0.9392, 0.1703, -1.7337], [0.1641, -2.1737, 1.2893], [-3.1626, 0.0933, -0.3626], [2.5396, 0.6537, 0.1860], [1.3758, 1.1853, 0.6544]], "forces_ev_per_angstrom": [[0.353, -0.118, 0.387], [-0.093, 0.202, -0.023], [0.124, 0.081, 0.590], [-0.278, -0.144, -0.310], [-0.062, -0.072, 0.054], [-0.020, -0.066, -0.158], [1.451, -0.164, -0.522], [-0.098, -0.038, 0.108], [0.672, -1.051, 0.637], [0.641, -1.787, 1.032], [0.159, 0.277, 0.198], [-2.842, 0.674, -1.632], [0.346, -0.054, 0.079], [-0.334, 0.055, 0.191], [0.001, 0.070, 0.092], [-0.175, -0.381, -0.019], [0.155, 2.516, -0.702]], "nbo_charge": [-0.7192, 0.3899, 0.5010, 0.1242, 0.2232, 0.2229, -0.6812, 0.3980, -0.3339, -0.6222, -0.6364, 0.5395, 0.1988, 0.4853, 0.2098, -0.8192, 0.5194]}

---

- Which value of multiplicity does entry 2 give?
  1